P) 15
Properties=species:S:1:pos:R:3 method="wB97M-V/def2-TZVPD" gap_ev=9.8 homo_ev=-9.48
C 0.96 -0.31 0.89
C 0.58 1.33 1.34
N 0.34 2.03 0.21
N -2.41 -2.76 -1.87
O 0.26 3.38 0.27
O 1.12 -0.36 -0.48
O 0.38 1.88 2.44
H 0.04 -0.92 1.13
H 1.76 -0.65 1.56
H 0.63 1.52 -0.67
H -1.81 -2.25 -1.18
H -1.79 -3.19 -2.60
H -2.87 -3.56 -1.48
H 2.02 0.04 -0.62
H 0.78 3.82 1.05


Q) 15
Properties=species:S:1:pos:R:3 method="wB97M-V/def2-TZVPD" gap_ev=9.8 homo_ev=-9.06
C -2.60 -1.16 0.01
C 0.64 -0.41 -0.22
H -0.45 3.44 -0.48
H -0.89 1.95 -0.28
H -3.43 -1.31 -0.70
H -2.07 -2.09 -0.02
H -2.94 -1.03 1.08
H 0.79 0.02 -1.22
H 1.98 0.18 1.25
H 2.92 -1.05 -1.01
N -0.46 -0.47 0.46
N 1.77 -0.59 0.51
O -0.38 2.67 0.13
O -1.66 -0.14 -0.36
O 2.88 -0.44 -0.29


R) 15
Properties=species:S:1:pos:R:3 method="wB97M-V/def2-TZVPD" gap_ev=11.2 homo_ev=-10.22
C -0.60 -1.10 1.07
C 0.35 1.03 1.43
O -0.73 0.29 0.88
H -1.47 -1.57 0.60
H -0.58 -1.34 2.14
H 0.31 -1.48 0.60
H 1.30 0.71 1.00
H 0.16 2.08 1.20
H 0.38 0.89 2.52
N 0.00 0.50 -2.45
N 0.57 -0.84 -2.01
O 1.18 0.41 -1.71
O -1.03 0.96 -1.74
H -0.96 0.72 -0.78
H 1.12 -1.27 -2.76


The computed energies, referenced to the most stable structure and given in hartree, are P) 0.0000; Q) 0.0709; R) 0.1301.


P) 14
Properties=species:S:1:pos:R:3 method="wB97M-V/def2-TZVPD" charge=+1 gap_ev="7.4 / 7.5" homo_ev="-11.67 / -11.76"
C 0.70 1.11 -0.72
N 2.63 2.53 -0.62
N -0.20 0.44 -1.24
N 1.64 1.84 -0.96
N -1.86 -1.14 -1.17
N -0.06 -1.06 1.96
N -0.90 -0.37 -0.62
H 0.26 -0.29 2.48
H 3.05 2.82 -1.55
H -2.74 -1.06 -0.68
H -2.08 -0.91 -2.12
H -0.91 -1.51 2.35
H 0.77 -1.70 1.85
H -0.30 -0.71 1.04


Q) 14
Properties=species:S:1:pos:R:3 method="wB97M-V/def2-TZVPD" charge=+1 gap_ev=9.5 homo_ev=-14.47
C 0.19 -0.56 0.26
N 0.94 0.63 3.11
N -0.28 0.15 2.67
N 1.46 0.59 1.95
N 0.26 0.14 1.36
N -1.34 0.10 -2.21
N 1.24 -0.40 -0.55
H -0.64 -1.16 0.13
H -1.13 -0.79 -2.66
H -0.66 0.77 -2.69
H -2.27 0.43 -2.47
H -1.15 0.73 2.81
H 1.41 -0.91 -1.48
H 1.96 0.29 -0.22


The computed energies, referenced to the most stable structure and given in hartree, are P) 0.0373; Q) 0.0000.


P) 120
Properties=species:S:1:pos:R:3 method="wB97M-V/def2-TZVPD" gap_ev=10.1 homo_ev=-9.86
C 12.70 8.84 3.35
C 11.56 7.92 2.88
C 10.21 8.64 2.90
O 11.78 7.36 1.61
H 12.47 9.39 4.26
H 12.80 9.61 2.59
H 13.59 8.22 3.33
H 11.57 7.15 3.64
H 9.38 8.18 2.36
H 10.32 9.68 2.57
H 9.91 8.64 3.95
H 12.54 6.77 1.67
C 16.54 0.30 -0.93
C 15.28 0.83 -0.21
C 14.63 -0.22 0.71
O 15.46 2.03 0.62
H 17.00 1.14 -1.44
H 16.25 -0.53 -1.59
H 17.28 -0.14 -0.27
H 14.50 1.04 -0.94
H 15.24 -0.53 1.57
H 14.14 -1.06 0.23
H 13.78 0.32 1.13
H 15.85 1.73 1.44
C 21.73 10.84 5.25
C 21.53 11.48 3.87
C 20.20 11.12 3.40
O 21.68 12.92 4.05
H 20.92 11.27 5.85
H 22.71 11.02 5.68
H 21.74 9.75 5.12
H 22.29 11.07 3.22
H 19.54 10.93 4.24
H 20.31 10.13 2.97
H 19.79 11.88 2.73
H 21.53 13.14 4.97
C 14.56 8.44 -5.78
C 14.65 7.97 -4.36
C 16.12 7.91 -3.84
O 13.94 8.87 -3.56
H 15.30 7.90 -6.36
H 14.65 9.53 -5.76
H 13.58 8.13 -6.15
H 14.25 6.97 -4.23
H 16.58 8.85 -4.12
H 16.75 7.09 -4.20
H 16.16 7.81 -2.75
H 13.53 8.42 -2.82
C 22.47 15.44 -4.72
C 21.35 15.64 -5.80
C 20.37 14.48 -5.88
O 20.52 16.73 -5.41
H 22.14 15.18 -3.72
H 23.35 16.07 -4.76
H 22.97 14.50 -4.95
H 21.82 15.84 -6.77
H 19.75 14.34 -4.99
H 20.76 13.47 -6.01
H 19.58 14.70 -6.61
H 19.62 16.56 -5.68
C 24.73 4.92 -3.37
C 26.03 5.68 -3.10
C 25.85 6.92 -2.29
O 26.97 4.82 -2.39
H 24.97 3.91 -3.69
H 24.11 5.55 -4.00
H 24.20 4.82 -2.42
H 26.44 5.82 -4.10
H 25.02 7.49 -2.71
H 26.64 7.66 -2.41
H 25.63 6.68 -1.25
H 27.50 4.45 -3.09
C 12.55 18.41 -7.71
C 13.87 18.78 -6.97
C 13.74 19.30 -5.50
O 14.63 17.60 -6.82
H 12.11 17.51 -7.27
H 12.69 18.26 -8.78
H 11.78 19.18 -7.71
H 14.57 19.36 -7.57
H 14.70 19.60 -5.08
H 13.27 18.53 -4.89
H 13.23 20.26 -5.48
H 14.09 16.87 -6.52
C 8.52 2.39 -3.53
C 7.94 1.02 -3.12
C 6.43 1.06 -3.21
O 8.42 -0.04 -4.05
H 8.72 3.02 -2.67
H 7.81 2.91 -4.18
H 9.55 2.29 -3.88
H 8.37 0.78 -2.15
H 5.93 0.10 -3.05
H 6.13 1.39 -4.20
H 5.92 1.61 -2.43
H 8.05 -0.89 -3.80
C 4.47 8.49 -7.16
C 4.72 9.79 -8.00
C 6.15 9.87 -8.45
O 3.79 9.87 -9.05
H 3.56 8.47 -6.57
H 5.27 8.34 -6.44
H 4.52 7.59 -7.78
H 4.60 10.65 -7.33
H 6.36 10.88 -8.80
H 6.41 9.11 -9.19
H 6.87 9.67 -7.66
H 3.61 9.04 -9.51
C 8.91 13.24 -2.19
C 9.93 14.37 -2.20
C 10.60 14.61 -0.88
O 10.92 14.05 -3.13
H 8.20 13.46 -3.00
H 8.34 13.29 -1.27
H 9.25 12.22 -2.36
H 9.43 15.26 -2.59
H 11.36 15.36 -1.06
H 11.03 13.69 -0.47
H 9.79 15.02 -0.28
H 11.22 13.16 -2.95


Q) 120
Properties=species:S:1:pos:R:3 method="wB97M-V/def2-TZVPD" gap_ev=10.0 homo_ev=-9.39
C 31.39 -16.54 -3.26
C 32.07 -17.40 -2.22
C 32.46 -16.56 -0.98
O 31.13 -18.42 -1.87
H 31.96 -15.67 -3.59
H 30.45 -16.10 -2.93
H 31.29 -17.11 -4.18
H 33.03 -17.85 -2.46
H 31.57 -15.94 -0.81
H 33.29 -15.90 -1.24
H 32.85 -17.11 -0.13
H 31.57 -19.05 -1.30
C 27.83 -17.68 -2.51
C 27.67 -18.94 -3.46
C 28.02 -18.65 -4.93
O 28.59 -19.81 -2.92
H 27.50 -17.79 -1.48
H 27.23 -16.89 -2.95
H 28.88 -17.41 -2.37
H 26.68 -19.39 -3.41
H 27.93 -19.63 -5.39
H 28.99 -18.20 -5.17
H 27.15 -18.15 -5.34
H 29.38 -19.33 -2.66
C 26.98 -8.74 -7.86
C 26.01 -9.54 -6.92
C 25.41 -10.76 -7.58
O 26.91 -10.08 -5.96
H 26.45 -8.24 -8.67
H 27.65 -9.49 -8.29
H 27.65 -8.07 -7.32
H 25.25 -8.86 -6.53
H 26.17 -11.34 -8.08
H 24.65 -10.49 -8.31
H 25.00 -11.42 -6.82
H 27.45 -10.77 -6.35
C 32.88 -12.75 -4.58
C 33.85 -12.28 -5.66
C 34.16 -10.87 -5.44
O 35.00 -13.01 -5.31
H 32.68 -13.80 -4.83
H 31.93 -12.25 -4.42
H 33.37 -12.83 -3.61
H 33.39 -12.53 -6.62
H 33.35 -10.22 -5.75
H 35.04 -10.43 -5.92
H 34.37 -10.74 -4.38
H 35.57 -12.40 -4.84
C 30.49 -12.96 -7.47
C 29.18 -13.30 -6.77
C 29.24 -14.51 -5.76
O 28.83 -12.16 -6.03
H 30.91 -13.69 -8.16
H 31.26 -12.57 -6.79
H 30.22 -12.09 -8.06
H 28.41 -13.31 -7.55
H 28.40 -14.48 -5.06
H 30.09 -14.20 -5.15
H 29.48 -15.51 -6.11
H 29.24 -12.11 -5.17
C 29.81 -11.52 -1.45
C 29.21 -12.60 -2.29
C 27.67 -12.83 -2.15
O 29.48 -12.19 -3.56
H 30.90 -11.62 -1.53
H 29.49 -11.66 -0.42
H 29.61 -10.52 -1.81
H 29.82 -13.49 -2.12
H 27.38 -13.16 -1.15
H 27.24 -13.57 -2.83
H 27.22 -11.85 -2.34
H 29.10 -11.31 -3.47
C 28.29 -11.31 -13.15
C 29.01 -10.44 -12.12
C 29.19 -11.17 -10.83
O 30.19 -10.03 -12.72
H 27.39 -11.81 -12.78
H 28.97 -12.07 -13.53
H 28.02 -10.72 -14.02
H 28.42 -9.55 -11.90
H 29.52 -10.57 -9.98
H 29.66 -12.16 -10.89
H 28.21 -11.56 -10.56
H 29.95 -9.31 -13.31
C 33.29 -11.59 -10.95
C 32.64 -10.46 -10.03
C 33.60 -9.67 -9.11
O 32.17 -9.43 -10.95
H 33.99 -11.17 -11.68
H 32.56 -12.12 -11.56
H 33.92 -12.29 -10.40
H 31.82 -10.97 -9.53
H 34.23 -9.05 -9.75
H 34.09 -10.41 -8.48
H 32.99 -8.96 -8.56
H 31.54 -9.82 -11.55
C 35.58 -15.60 -9.32
C 34.25 -16.16 -8.91
C 33.38 -15.20 -8.05
O 33.47 -16.50 -9.97
H 36.40 -15.88 -8.66
H 35.55 -14.51 -9.38
H 35.85 -15.98 -10.31
H 34.49 -17.07 -8.36
H 33.84 -14.92 -7.10
H 32.41 -15.61 -7.80
H 33.24 -14.25 -8.56
H 34.07 -17.00 -10.53
C 31.21 -8.78 -3.68
C 30.13 -8.62 -4.72
C 30.45 -9.11 -6.15
O 28.98 -9.33 -4.16
H 31.53 -9.82 -3.75
H 30.76 -8.70 -2.69
H 32.07 -8.19 -3.99
H 29.91 -7.56 -4.88
H 31.37 -8.58 -6.40
H 29.64 -8.87 -6.85
H 30.86 -10.12 -6.19
H 28.31 -9.41 -4.85


The computed energies, referenced to the most stable structure and given in hartree, are P) 0.0492; Q) 0.0000.


P) 19
Properties=species:S:1:pos:R:3 method="wB97M-V/def2-TZVPD" s2=0.75 charge=-1 gap_ev="2.7 / 11.6" homo_ev="1.47 / -7.55" multiplicity=2
C 2.47 1.74 -0.61
C 2.18 0.52 -1.51
H 3.07 2.56 -1.07
H 1.86 2.33 -0.10
H 3.07 1.60 0.31
H 2.08 -0.54 -1.03
H 3.12 0.43 -2.08
H 1.42 0.73 -2.35
C -1.55 -0.17 0.81
C -0.55 -1.19 1.32
C -2.79 -0.93 0.13
H -0.95 0.48 0.08
H -2.02 0.45 1.49
H -1.04 -2.12 1.70
H -0.05 -1.49 0.34
H -3.76 -0.59 0.63
H -2.75 -2.04 0.27
H 0.27 -0.98 2.00
H -2.89 -0.65 -1.04


Q) 19
Properties=species:S:1:pos:R:3 method="wB97M-V/def2-TZVPD" s2=0.75 charge=-1 gap_ev="2.6 / 11.2" homo_ev="1.50 / -6.97" multiplicity=2
C 1.60 -2.54 1.58
C 1.98 -1.59 0.51
H 2.00 -2.06 2.50
H 0.54 -2.40 1.79
H 1.83 -3.57 1.44
H 1.44 -2.11 -0.40
H 2.92 -1.52 0.05
H 1.44 -0.69 0.65
C -1.79 1.28 -1.00
C -1.06 2.53 -1.48
C -1.11 0.65 0.17
H -2.84 1.52 -0.81
H -1.85 0.56 -1.81
H -1.34 2.89 -2.53
H -1.46 -0.38 0.34
H 0.03 0.68 0.11
H 0.06 2.39 -1.52
H -1.24 3.21 -0.73
H -1.16 1.17 1.14


The computed energies, referenced to the most stable structure and given in hartree, are P) 0.0278; Q) 0.0000.


P) 7
Properties=species:S:1:pos:R:3 method="wB97M-V/def2-TZVPD" gap_ev="7.9 / 7.9" homo_ev="-9.26 / -9.26"
C 1.70 -1.23 -1.30
N 2.02 0.08 -1.35
N 1.17 0.80 -0.72
N 0.29 -0.02 -0.08
O 0.55 -1.34 -0.56
S 2.45 -2.61 -1.91
H -0.62 0.39 -0.10


Q) 7
Properties=species:S:1:pos:R:3 method="wB97M-V/def2-TZVPD" gap_ev=8.2 homo_ev=-9.18
C 0.18 0.70 -0.18
H 1.46 -1.02 0.19
N -1.22 0.71 0.00
N -1.59 -0.47 0.29
N 0.59 -0.58 -0.11
O -0.57 -1.35 0.26
S 1.14 2.02 -0.44


The computed energies, referenced to the most stable structure and given in hartree, are P) 0.0000; Q) 0.0043.


P) 35
Properties=species:S:1:pos:R:3 method="wB97M-V/def2-TZVPD" gap_ev=9.1 homo_ev=-9.17
C 1.12 -2.58 2.10
N 0.29 -1.48 2.27
C 0.97 -0.34 0.04
C -0.08 -0.54 1.09
C -0.21 0.78 1.91
O -1.02 1.65 1.22
H 2.15 -2.31 2.02
H 0.91 -3.25 1.29
H 0.92 -3.15 3.16
H -0.60 -1.63 2.60
H 0.75 -1.19 -0.64
H 1.96 -0.69 0.31
H 0.72 0.64 -0.54
H -0.96 -0.83 0.64
H -0.54 0.69 3.02
H 0.84 1.45 2.20
H -1.45 2.26 1.96
H -2.52 1.65 -1.44
H -3.72 0.85 -1.81
O -3.11 1.40 -2.19
H -1.07 2.94 -1.14
H -0.33 1.91 -0.26
O -0.19 2.51 -0.93
H 2.01 2.34 0.23
H 3.44 3.05 0.04
O 2.94 2.21 0.15
H -0.74 -0.25 -2.59
H -2.17 0.20 -2.84
O -1.65 -0.71 -2.62
H 0.73 1.93 -2.40
H 1.56 0.86 -3.01
O 0.80 1.40 -3.15
H -0.63 -3.61 -0.99
H -0.36 -3.94 0.53
O -0.77 -4.22 -0.23


Q) 35
Properties=species:S:1:pos:R:3 method="wB97M-V/def2-TZVPD" gap_ev=9.9 homo_ev=-9.65
C 29.11 -8.91 -17.38
C 29.24 -10.19 -18.13
C 30.50 -10.21 -18.99
O 30.38 -9.28 -20.04
C 31.50 -9.33 -20.89
N 29.30 -11.33 -17.21
H 28.08 -8.66 -17.11
H 29.48 -8.06 -17.96
H 29.69 -8.90 -16.45
H 28.39 -10.33 -18.81
H 30.72 -11.21 -19.40
H 31.33 -10.06 -18.28
H 32.41 -8.93 -20.42
H 31.35 -8.69 -21.75
H 31.78 -10.34 -21.18
H 29.34 -12.19 -17.76
H 28.42 -11.48 -16.71
O 30.62 -12.31 -24.45
H 31.38 -12.15 -25.01
H 30.31 -11.42 -24.18
O 27.98 -13.59 -24.00
H 28.54 -12.86 -24.30
H 27.40 -13.78 -24.74
O 29.21 -10.17 -23.34
H 28.84 -10.08 -22.45
H 29.57 -9.29 -23.54
O 30.34 -7.70 -24.48
H 31.00 -7.07 -24.16
H 29.94 -7.27 -25.25
O 30.63 -12.99 -21.66
H 30.82 -12.89 -22.62
H 29.70 -12.78 -21.58
O 27.93 -8.47 -20.97
H 27.19 -8.45 -20.35
H 28.65 -8.95 -20.51


The computed energies, referenced to the most stable structure and given in hartree, are P) 0.1481; Q) 0.0000.